Entry 1:
The following is a quantum chemistry calculation of C57H32BBrCaF6N10P as an isolated structure, from the OMol25 dataset.

Last column: Löwdin charge in e.
CARTESIAN COORDINATES (ANGSTROEM)
Ca1 -0.807 -0.103 -0.594  1.34
C1 -6.871 1.452 2.293  -0.12
C2 -5.985 2.133 3.185  -0.12
C3 -4.632 2.035 3.051  -0.05
C4 -4.095 1.244 2.004  -0.11
C5 -2.811 0.911 1.555  -0.27
N1 -2.882 0.124 0.463  0.01
C6 -4.188 -0.117 0.172  -0.30
N2 -4.602 -1.025 -0.793  0.20
C7 -3.879 -1.550 -1.694  -0.23
C8 -4.224 -2.721 -2.509  -0.11
C9 -5.448 -3.362 -2.630  -0.03
C10 -5.510 -4.539 -3.357  -0.11
C11 -4.346 -5.077 -3.919  -0.10
C12 -3.121 -4.452 -3.780  -0.03
C13 -3.058 -3.243 -3.081  -0.12
C14 -1.890 -2.448 -2.756  -0.21
N3 -0.718 -2.971 -2.572  0.18
C15 0.454 -2.731 -2.062  -0.28
N4 0.850 -1.513 -1.426  -0.05
C16 2.183 -1.727 -0.652  -0.29
N5 2.424 -1.392 0.721  0.17
C17 1.603 -0.759 1.501  -0.35
N6 0.311 -0.502 1.261  -0.11
C18 -0.373 0.239 2.271  -0.47
N7 -1.483 1.229 1.952  0.02
C19 1.626 0.985 3.366  -0.17
C20 2.183 1.539 4.506  -0.04
C21 3.305 0.954 5.082  -0.09
C22 3.868 -0.178 4.513  -0.08
C23 3.311 -0.740 3.371  -0.02
C24 2.185 -0.181 2.790  -0.09
C25 2.504 -3.153 -1.019  -0.10
C26 3.591 -3.900 -0.613  -0.04
C27 3.720 -5.206 -1.072  -0.11
C28 2.753 -5.745 -1.919  -0.11
C29 1.651 -5.005 -2.316  -0.03
C30 1.528 -3.690 -1.868  -0.10
N8 -2.511 -1.205 -2.104  0.10
C31 -4.992 0.565 1.097  -0.12
C32 -6.392 0.685 1.273  -0.05
H1 -7.939 1.556 2.438  0.08
H2 -6.406 2.733 3.983  0.08
H3 -3.980 2.551 3.745  0.09
H4 -6.324 -2.946 -2.148  0.11
H5 -6.455 -5.052 -3.481  0.09
H6 -4.404 -6.008 -4.470  0.09
H7 -2.218 -4.879 -4.196  0.10
H8 1.743 2.430 4.935  0.11
H9 3.740 1.387 5.974  0.10
H10 4.746 -0.628 4.960  0.10
H11 3.746 -1.614 2.903  0.11
H12 4.320 -3.469 0.061  0.11
H13 4.566 -5.809 -0.768  0.09
H14 2.859 -6.766 -2.267  0.09
H15 0.889 -5.431 -2.955  0.10
H16 -7.062 0.171 0.596  0.10
F1 -0.745 7.964 1.303  0.12
C33 -0.421 6.671 1.224  -0.13
C34 0.522 6.141 2.088  -0.13
F2 1.098 6.919 3.008  0.12
C35 0.839 4.798 1.987  -0.21
F3 1.714 4.304 2.873  0.11
C36 0.261 3.964 1.042  -0.32
P1 0.762 2.202 0.875  1.17
C37 0.438 1.489 2.622  -0.29
C38 -0.782 -0.723 3.367  0.03
C39 -1.320 -0.470 4.560  -0.06
C40 -1.578 0.852 5.097  -0.08
C41 -1.397 1.988 4.424  -0.05
C42 -0.943 2.131 3.003  -0.20
C43 2.545 2.461 0.517  -0.34
C44 2.762 2.787 -0.824  -0.13
C45 4.043 2.984 -1.315  -0.09
C46 5.135 2.825 -0.475  -0.09
C47 4.933 2.493 0.856  -0.07
C48 3.649 2.323 1.356  -0.06
C49 -0.711 4.513 0.198  -0.57
Br1 -1.668 3.493 -1.068  0.91
C50 -1.038 5.857 0.287  -0.26
F4 -1.951 6.411 -0.513  0.08
H17 -0.637 -1.756 3.073  0.12
H18 -1.578 -1.314 5.189  0.10
H19 -1.944 0.912 6.116  0.10
H20 -1.611 2.924 4.930  0.10
H21 -1.072 3.180 2.737  0.12
H22 1.918 2.855 -1.504  0.10
H23 4.183 3.233 -2.359  0.10
H24 6.139 2.955 -0.858  0.10
H25 5.780 2.364 1.519  0.10
H26 3.525 2.080 2.399  0.09
N9 3.827 -1.042 -2.526  0.12
C51 2.818 -0.647 -1.566  -0.18
N10 1.545 -0.469 -2.321  0.07
C52 1.843 -0.900 -3.643  -0.18
C53 0.986 -1.048 -4.710  -0.01
C54 1.520 -1.448 -5.935  -0.10
C55 2.880 -1.679 -6.067  -0.11
C56 3.746 -1.554 -4.981  -0.03
C57 3.208 -1.178 -3.766  -0.20
H27 4.736 -0.618 -2.469  0.13
H28 3.128 0.230 -0.995  0.13
H29 -0.076 -0.880 -4.592  0.10
H30 0.865 -1.584 -6.785  0.10
H31 3.278 -1.984 -7.027  0.09
H32 4.800 -1.781 -5.080  0.10
F5 -1.180 0.614 -2.885  0.13
B1 -2.419 0.100 -2.645  -0.86
F6 -3.409 0.972 -2.745  0.26

Properties
Kohn-Sham gap   5.148 eV
ΔE to the lowest compared entry with this formula, charge and spin   0.184 eV
Total charge   -1
Strongest force on any atom   0.8 eV/A
HOMO energy   -3.25 eV

Entry 2:
The following is a quantum chemistry calculation of C57H44Cl2FeN2O5P2 as an isolated structure in a non-equilibrium geometry, from the OMol25 dataset.

Last column: Mulliken spin population.
CARTESIAN COORDINATES (ANGSTROEM)
Fe1 1.353 0.556 0.509  3.91
O1 -0.115 -0.900 4.068  0.01
C1 0.392 -0.294 3.109  -0.02
O2 0.315 -0.594 1.846  -0.08
C2 1.207 0.909 3.437  0.03
C3 1.299 1.370 4.771  0.00
C4 1.970 2.569 4.960  0.00
C5 2.592 3.168 3.829  0.00
C6 2.556 2.551 2.619  0.00
N1 1.819 1.441 2.399  0.04
H1 0.884 0.684 5.517  0.00
H2 1.858 3.167 5.883  0.00
H3 3.132 4.103 3.982  0.00
H4 3.102 2.927 1.775  -0.01
O3 -1.812 -2.230 0.635  0.00
C7 -2.941 -1.776 1.400  0.00
C8 -3.479 -2.666 2.291  0.00
C9 -4.368 -2.317 3.269  0.00
C10 -4.859 -1.046 3.183  0.00
C11 -4.448 -0.129 2.184  0.00
C12 -3.339 -0.428 1.334  0.00
P1 -2.340 0.747 0.333  0.03
C13 -3.698 1.672 -0.523  0.00
C14 -4.708 2.429 0.130  0.00
C15 -5.713 3.044 -0.633  0.00
C16 -5.641 3.051 -2.064  0.00
C17 -4.579 2.470 -2.674  0.00
C18 -3.578 1.790 -1.869  0.00
C19 -1.981 1.940 1.573  -0.02
C20 -1.656 3.226 1.139  0.02
C21 -1.419 4.281 1.996  0.00
C22 -1.463 4.048 3.351  0.00
C23 -1.743 2.732 3.789  0.00
C24 -2.016 1.667 2.924  0.00
C25 -2.115 -3.183 -0.281  0.01
C26 -3.392 -3.477 -0.748  0.00
C27 -3.544 -4.538 -1.629  0.00
C28 -2.425 -5.243 -2.069  0.00
C29 -1.165 -4.916 -1.616  0.00
C30 -0.946 -3.798 -0.771  0.00
P2 0.662 -2.893 -0.300  0.10
C31 1.778 -3.636 -1.539  0.00
C32 3.094 -3.971 -1.167  0.00
C33 4.015 -4.285 -2.215  0.00
C34 3.641 -4.253 -3.558  0.00
C35 2.306 -4.056 -3.879  0.00
C36 1.375 -3.771 -2.886  0.00
C37 1.070 -3.615 1.292  -0.02
C38 2.196 -3.042 1.905  0.02
C39 2.599 -3.669 3.140  0.00
C40 1.841 -4.733 3.661  0.00
C41 0.762 -5.250 2.965  0.00
C42 0.356 -4.719 1.742  0.00
H5 -2.904 -3.626 2.458  0.00
H6 -4.496 -2.945 4.102  0.00
H7 -5.588 -0.682 3.978  0.00
H8 -4.792 0.843 2.350  0.00
H9 -4.602 2.610 1.216  0.00
H10 -6.476 3.626 -0.201  0.00
H11 -6.348 3.623 -2.694  0.00
H12 -4.444 2.579 -3.774  0.00
H13 -2.727 1.328 -2.379  0.00
H14 -1.729 3.586 0.127  0.00
H15 -1.225 5.283 1.704  0.00
H16 -1.265 4.810 4.094  0.00
H17 -1.722 2.485 4.855  0.00
H18 -2.341 0.722 3.325  0.00
H19 -4.233 -2.974 -0.274  0.00
H20 -4.553 -4.828 -1.869  0.00
H21 -2.542 -5.989 -2.774  0.00
H22 -0.282 -5.468 -1.903  0.00
H23 3.428 -3.892 -0.122  0.00
H24 5.078 -4.451 -2.032  0.00
H25 4.416 -4.406 -4.316  0.00
H26 1.982 -4.110 -4.885  0.00
H27 0.390 -3.551 -3.224  0.00
H28 2.595 -2.160 1.509  0.00
H29 3.300 -3.100 3.737  0.00
H30 1.975 -5.053 4.684  0.00
H31 0.217 -6.040 3.410  0.00
H32 -0.603 -4.944 1.262  0.00
Cl1 5.841 2.753 -4.453  0.00
C43 4.990 1.827 -3.306  0.01
C44 5.579 1.683 -2.048  0.00
C45 5.013 1.042 -0.952  0.01
Cl2 5.832 1.004 0.587  0.00
C46 3.706 0.408 -1.085  -0.03
O4 3.118 -0.178 -0.098  0.05
C47 3.150 0.509 -2.473  0.03
C48 1.801 -0.119 -2.730  0.02
O5 -0.558 0.153 -2.940  0.00
C49 3.780 1.217 -3.508  -0.01
H33 6.612 2.134 -1.979  0.00
H34 2.023 -1.126 -3.227  0.00
H35 3.299 1.314 -4.446  0.00
C50 1.149 4.642 -0.287  0.05
C51 0.974 4.089 -1.622  0.07
C52 1.006 4.939 -2.685  -0.03
C53 1.063 4.425 -4.005  0.04
C54 0.942 3.078 -4.188  -0.03
C55 0.808 2.230 -3.062  0.04
C56 0.694 0.757 -3.333  0.06
C57 0.826 2.654 -1.732  -0.05
N2 0.756 1.847 -0.702  0.72
H36 1.325 3.780 0.416  -0.02
H37 0.258 5.207 0.085  0.00
H38 1.984 5.389 -0.309  0.00
H39 1.085 5.956 -2.424  0.00
H40 1.327 4.963 -4.917  0.00
H41 0.991 2.685 -5.281  0.00
H42 0.671 0.522 -4.407  0.00
H43 -0.756 0.348 -2.039  0.01
H44 1.517 -0.528 -1.732  0.00

Properties
Kohn-Sham gap (alpha / beta)   6.521 / 6.400 eV
ΔE to the lowest compared entry with this formula, charge and spin   2.544 eV
Total charge   -1
2S+1   6
Strongest force on any atom   4.4 eV/A
HOMO energy (alpha / beta)   -4.25 / -4.23 eV

Entry 3:
The following is a quantum chemistry calculation of C57H45AsClCsF6NOP3S2 as an isolated structure in a non-equilibrium geometry, from the OMol25 dataset.

Last column: Mulliken spin population.
CARTESIAN COORDINATES (ANGSTROEM)
Cs1 -3.062 -0.741 -0.086  0.00
O1 -1.371 -0.456 2.309  0.01
S1 -0.072 -1.123 1.992  0.10
C1 -0.393 -2.851 2.307  -0.12
C2 -1.442 -3.159 3.148  0.00
C3 -1.841 -4.467 3.228  0.02
C4 -1.164 -5.458 2.520  -0.01
C5 -0.076 -5.181 1.731  0.05
C6 0.302 -3.838 1.600  0.23
P1 1.717 -3.324 0.598  0.09
C7 3.081 -2.980 1.718  0.19
C8 4.253 -2.451 1.166  0.05
C9 5.319 -2.152 2.017  -0.03
C10 5.169 -2.356 3.393  0.06
C11 4.035 -2.947 3.914  -0.02
C12 2.998 -3.269 3.070  0.04
C13 2.205 -4.564 -0.642  0.20
C14 1.475 -4.683 -1.816  0.04
C15 1.799 -5.660 -2.740  -0.02
C16 2.840 -6.543 -2.475  0.03
C17 3.558 -6.439 -1.291  -0.01
C18 3.266 -5.440 -0.378  0.05
C19 1.117 -0.534 3.208  -0.02
C20 1.213 -1.103 4.467  -0.01
C21 1.745 -0.394 5.524  0.00
C22 2.164 0.902 5.292  0.00
C23 2.260 1.412 4.007  0.00
C24 1.741 0.693 2.919  0.00
P2 1.511 1.600 1.352  0.00
C25 1.812 0.534 -0.179  -0.02
C26 3.065 0.175 -0.658  -0.02
C27 3.207 -0.647 -1.775  0.00
C28 2.107 -1.194 -2.379  0.01
C29 0.852 -0.774 -1.966  0.04
C30 0.709 0.116 -0.921  -0.04
C31 3.037 2.624 1.350  0.00
C32 4.249 2.149 1.823  0.00
C33 5.371 2.958 1.839  0.00
C34 5.293 4.257 1.368  0.00
C35 4.097 4.730 0.856  0.00
C36 2.971 3.923 0.851  0.00
H1 -1.966 -2.360 3.709  0.00
H2 -2.694 -4.756 3.832  0.00
H3 -1.478 -6.483 2.640  0.00
H4 0.438 -5.941 1.180  0.00
H5 4.312 -2.311 0.092  0.00
H6 6.238 -1.781 1.593  0.00
H7 5.992 -2.122 4.054  0.00
H8 3.969 -3.115 4.985  0.00
H9 2.084 -3.701 3.452  0.01
H10 0.699 -3.967 -2.062  0.01
H11 1.204 -5.729 -3.623  0.00
H12 3.062 -7.338 -3.180  0.00
H13 4.346 -7.140 -1.054  0.00
H14 3.817 -5.365 0.556  0.01
H15 0.823 -2.092 4.649  0.00
H16 1.801 -0.832 6.527  0.00
H17 2.485 1.502 6.104  0.00
H18 2.664 2.412 3.856  0.00
H19 3.949 0.558 -0.152  0.00
H20 4.206 -0.873 -2.113  0.00
H21 2.176 -1.860 -3.237  0.00
H22 -0.008 -1.141 -2.501  0.00
H23 -0.295 0.491 -0.658  0.01
H24 4.338 1.149 2.210  0.00
H25 6.287 2.577 2.258  0.00
H26 6.166 4.911 1.406  0.00
H27 4.002 5.722 0.421  0.00
H28 2.036 4.305 0.473  0.00
Cl1 -5.394 0.508 -2.424  0.00
C37 -5.994 1.826 -1.477  0.00
C38 -7.390 1.934 -1.393  0.00
C39 -7.988 3.003 -0.757  0.00
C40 -7.161 3.954 -0.183  0.00
C41 -5.793 3.833 -0.199  0.00
C42 -5.155 2.789 -0.865  0.00
P3 -3.324 2.673 -0.554  0.00
C43 -2.946 4.260 0.354  0.00
C44 -2.670 4.238 1.720  0.00
C45 -2.355 5.405 2.388  0.00
C46 -2.299 6.619 1.723  0.00
C47 -2.514 6.634 0.347  0.00
C48 -2.841 5.470 -0.322  0.00
C49 -2.591 3.054 -2.166  0.00
C50 -3.358 3.108 -3.305  0.00
C51 -2.747 3.374 -4.547  0.00
C52 -1.394 3.615 -4.613  0.00
C53 -0.620 3.559 -3.459  0.00
C54 -1.202 3.248 -2.247  0.00
H29 -7.980 1.151 -1.830  0.00
H30 -9.061 3.088 -0.671  0.00
H31 -7.573 4.797 0.335  0.00
H32 -5.190 4.552 0.325  0.00
H33 -2.677 3.311 2.256  0.00
H34 -2.175 5.374 3.449  0.00
H35 -2.041 7.537 2.231  0.00
H36 -2.438 7.560 -0.174  0.00
H37 -3.001 5.508 -1.390  0.00
H38 -4.435 2.995 -3.279  0.00
H39 -3.347 3.361 -5.417  0.00
H40 -0.945 3.886 -5.571  0.00
H41 0.428 3.780 -3.487  0.00
H42 -0.604 3.178 -1.337  0.00
S2 -1.743 -0.623 -6.321  0.00
C55 -0.306 0.176 -5.836  0.00
C56 -0.373 0.422 -4.513  0.00
N1 -1.504 0.011 -3.873  0.00
C57 -2.312 -0.553 -4.707  0.00
H43 0.438 0.466 -6.540  0.00
H44 0.416 0.944 -3.967  0.00
H45 -3.276 -0.936 -4.418  0.00
F1 -1.233 -2.929 -1.076  0.02
As1 -2.343 -4.222 -1.583  0.00
F2 -3.198 -3.919 -0.043  0.00
F3 -1.295 -5.437 -0.909  0.00
F4 -3.445 -5.473 -1.993  0.00
F5 -1.526 -4.326 -3.150  0.00
F6 -3.294 -2.843 -2.207  0.00

Properties
Kohn-Sham gap (alpha / beta)   7.695 / 4.619 eV
ΔE to the lowest compared entry with this formula, charge and spin   0.000 eV
Total charge   +1
2S+1   2
Strongest force on any atom   1.5 eV/A
HOMO energy (alpha / beta)   -10.18 / -10.18 eV

Entry 4:
The following is a quantum chemistry calculation of C57H45Cl2CrN7O2P as an isolated structure in a non-equilibrium geometry, from the OMol25 dataset.

Last column: Mulliken spin population.
CARTESIAN COORDINATES (ANGSTROEM)
Cr1 -0.508 -0.490 -0.324  3.77
C1 4.881 0.222 0.736  0.00
N1 3.693 -0.372 0.116  0.01
C2 2.402 -0.005 0.306  0.04
N2 1.612 -0.659 -0.523  -0.06
C3 2.406 -1.529 -1.302  0.01
C4 3.704 -1.390 -0.879  -0.01
C5 4.930 -1.987 -1.371  0.00
C6 5.858 -2.580 -0.490  0.00
C7 7.054 -3.094 -0.979  0.00
C8 7.382 -2.984 -2.343  0.00
C9 6.473 -2.357 -3.181  0.00
C10 5.229 -1.932 -2.735  0.00
C11 1.872 -2.405 -2.370  0.01
C12 2.495 -3.652 -2.650  0.00
C13 2.019 -4.478 -3.654  0.00
C14 0.899 -4.104 -4.411  0.00
C15 0.256 -2.906 -4.126  0.01
C16 0.740 -2.052 -3.138  -0.03
P1 1.862 1.353 1.372  -0.01
C17 0.897 2.247 0.188  0.02
N3 0.160 1.737 -0.797  0.01
C18 -0.333 2.839 -1.523  0.02
C19 0.101 4.004 -0.952  -0.02
N4 0.839 3.601 0.180  0.00
C20 1.503 4.492 1.112  0.00
C21 -0.063 5.399 -1.311  0.00
C22 1.000 6.154 -1.840  0.00
C23 0.794 7.445 -2.318  0.00
C24 -0.460 8.063 -2.205  0.00
C25 -1.497 7.340 -1.626  0.00
C26 -1.333 6.016 -1.253  0.00
C27 -1.033 2.658 -2.799  -0.02
C28 -1.458 1.388 -3.220  0.01
C29 -2.345 1.237 -4.296  0.01
C30 -2.741 2.335 -5.054  0.00
C31 -2.182 3.574 -4.748  0.00
C32 -1.334 3.740 -3.676  0.00
C33 0.645 0.489 2.339  0.03
N5 -0.246 -0.321 1.779  -0.08
C34 -0.921 -0.985 2.819  0.02
C35 -0.376 -0.601 4.009  -0.02
N6 0.637 0.345 3.699  0.01
C36 1.436 1.092 4.690  0.00
C37 -0.863 -0.955 5.313  0.00
C38 -0.058 -1.561 6.273  0.00
C39 -0.601 -2.065 7.438  0.00
C40 -1.964 -1.908 7.732  0.00
C41 -2.766 -1.273 6.773  0.00
C42 -2.240 -0.845 5.563  0.00
C43 -1.942 -2.025 2.613  0.00
C44 -1.755 -3.261 3.248  0.00
C45 -2.649 -4.316 3.054  0.00
C46 -3.808 -4.148 2.287  0.00
C47 -4.013 -2.902 1.670  0.01
C48 -3.091 -1.865 1.819  0.04
H1 4.703 1.292 0.895  0.00
H2 5.749 0.085 0.104  0.00
H3 5.107 -0.233 1.692  0.00
H4 5.640 -2.691 0.562  0.00
H5 7.727 -3.560 -0.266  0.00
H6 8.320 -3.409 -2.702  0.00
H7 6.720 -2.207 -4.227  0.00
H8 4.499 -1.523 -3.445  0.00
H9 3.380 -3.959 -2.098  0.00
H10 2.568 -5.385 -3.854  0.00
H11 0.553 -4.750 -5.213  0.00
H12 -0.640 -2.615 -4.681  0.00
H13 0.235 -1.105 -2.970  0.03
H14 0.940 5.419 1.290  0.00
H15 2.497 4.754 0.766  0.00
H16 1.600 4.000 2.075  0.00
H17 1.987 5.700 -1.904  0.00
H18 1.631 7.976 -2.755  0.00
H19 -0.615 9.081 -2.532  0.00
H20 -2.466 7.800 -1.486  0.00
H21 -2.189 5.459 -0.900  0.00
H22 -1.134 0.503 -2.699  0.01
H23 -2.748 0.240 -4.470  0.00
H24 -3.435 2.254 -5.898  0.00
H25 -2.424 4.459 -5.346  0.00
H26 -0.867 4.713 -3.523  0.00
H27 0.889 1.367 5.585  0.00
H28 1.779 2.013 4.222  0.00
H29 2.336 0.539 4.969  0.00
H30 0.991 -1.691 6.082  0.00
H31 0.069 -2.583 8.115  0.00
H32 -2.409 -2.280 8.654  0.00
H33 -3.837 -1.134 6.929  0.00
H34 -2.915 -0.399 4.833  0.00
H35 -0.912 -3.401 3.918  0.00
H36 -2.449 -5.272 3.516  0.00
H37 -4.535 -4.949 2.175  0.00
H38 -4.907 -2.766 1.062  0.00
H39 -3.251 -0.917 1.315  -0.01
Cl1 -7.708 1.067 -1.620  0.00
C49 -6.090 0.924 -1.174  0.01
C50 -5.544 1.966 -0.357  0.00
C51 -4.210 1.924 0.008  0.01
Cl2 -3.485 3.078 1.046  0.00
C52 -3.372 0.786 -0.417  -0.01
O1 -2.215 0.690 0.090  -0.02
C53 -3.920 -0.262 -1.292  0.05
C54 -3.105 -1.313 -1.760  0.02
O2 -1.837 -1.372 -1.718  0.05
C55 -5.289 -0.153 -1.589  0.00
H40 -6.197 2.790 -0.056  0.00
H41 -3.636 -2.114 -2.284  0.00
H42 -5.768 -0.953 -2.140  0.00
C56 0.677 -5.060 0.064  0.00
C57 0.130 -3.729 0.158  0.05
N7 -0.296 -2.660 0.059  0.04
H43 1.687 -5.059 0.496  0.00
H44 0.723 -5.378 -0.978  0.00
H45 0.066 -5.762 0.644  0.00

Properties
Kohn-Sham gap (alpha / beta)   7.169 / 7.295 eV
Total charge   +1
2S+1   5
Strongest force on any atom   2.8 eV/A
HOMO energy (alpha / beta)   -9.20 / -9.42 eV

Question: What is the total charge in the first record?
Answer: -1